Run i
{
  "formula": "C7H8N",
  "method": "wB97M-V/def2-TZVPD",
  "symbols": ["C", "C", "C", "C", "C", "C", "C", "N", "H", "H", "H", "H", "H", "H", "H", "H"],
  "positions_angstrom": [[-1.004, -2.164, -2.866], [-1.058, -3.367, -2.930], [-0.348, -0.831, -2.867], [0.594, 0.659, 1.551], [0.290, -0.788, 1.146], [0.504, 0.247, 0.111], [-0.672, 0.580, -0.785], [-0.627, -0.020, -2.043], [-0.046, -0.516, -3.846], [-0.138, 1.312, 2.029], [1.603, 0.842, 1.722], [1.134, -1.440, 1.263], [-0.724, -1.088, 1.223], [1.331, 0.010, -0.625], [-0.866, 1.653, -0.721], [-1.581, 0.262, -0.265]],
  "mulliken_charge": [-0.360, 0.329, 0.021, -0.602, -0.698, 0.081, -0.521, 0.219, 0.373, 0.279, 0.279, 0.296, 0.261, 0.335, 0.319, 0.390],
  "e_lumo_ev": [-7.5, -7.6],
  "total_charge": 1
}

***

Run ii
{
  "formula": "C7H8N",
  "method": "wB97M-V/def2-TZVPD",
  "symbols": ["C", "C", "C", "C", "C", "C", "C", "N", "H", "H", "H", "H", "H", "H", "H", "H"],
  "positions_angstrom": [[-0.314, 1.484, 0.382], [0.242, -1.861, -0.173], [1.279, -1.600, -2.080], [0.790, 0.050, -1.197], [0.009, -1.102, -1.505], [1.437, -1.131, -0.582], [-1.572, 2.309, 2.465], [-0.880, 1.833, 1.335], [-0.279, -1.699, 0.705], [0.468, -2.897, -0.385], [1.309, -2.621, -2.509], [1.705, -0.972, -2.814], [1.011, 0.864, -1.812], [-1.993, 1.399, 2.860], [-0.911, 2.795, 3.232], [-2.302, 3.149, 2.079]],
  "mulliken_charge": [-0.171, -0.279, -0.474, -0.001, 0.075, 0.000, -0.607, 0.102, 0.326, 0.204, 0.279, 0.221, 0.450, 0.298, 0.290, 0.285],
  "e_lumo_ev": -5.3,
  "total_charge": 1
}

***

Run iii
{
  "formula": "C7H8N",
  "method": "wB97M-V/def2-TZVPD",
  "symbols": ["C", "C", "C", "C", "C", "C", "C", "N", "H", "H", "H", "H", "H", "H", "H", "H"],
  "positions_angstrom": [[0.213, 1.550, 1.339], [-0.223, 2.478, 2.143], [-0.272, -0.542, -3.116], [0.037, -0.374, -1.747], [-0.299, 0.782, -1.041], [0.743, 0.093, 1.361], [-0.149, -0.821, 2.192], [0.098, 0.850, 0.187], [-0.215, -1.515, -3.653], [-0.639, 0.186, -3.685], [0.490, -1.144, -1.083], [-0.527, 1.753, -1.315], [1.786, -0.066, 1.251], [-0.185, -1.747, 1.649], [-1.184, -0.404, 2.425], [0.326, -1.079, 3.091]],
  "mulliken_charge": [0.252, -0.368, -0.722, -0.165, 0.279, -0.049, -1.103, 0.057, 0.253, 0.324, 0.277, 0.469, 0.423, 0.322, 0.348, 0.404],
  "e_lumo_ev": -5.9,
  "total_charge": 1
}

***

Computed energies relative to the best structure, in eV: run i 2.240; run ii 0.059; run iii 0.000

***

Run i
{
  "formula": "H3N3O3",
  "method": "wB97M-V/def2-TZVPD",
  "symbols": ["H", "N", "N", "N", "O", "O", "O", "H", "H"],
  "positions_angstrom": [[1.748, -2.149, -0.255], [2.418, -1.416, -0.468], [2.295, -0.271, -0.039], [2.470, 0.882, -0.326], [2.676, 2.007, 0.094], [-0.720, 0.686, -0.780], [-0.697, 0.495, 0.624], [-1.619, 0.936, -1.030], [-0.667, 1.461, 1.005]],
  "mulliken_charge": [0.254, -0.601, 0.461, 0.402, -0.516, -0.323, -0.351, 0.319, 0.356],
  "e_lumo_ev": -0.4,
  "smiles": "[H]/N=N/N=O.OO"
}

***

Run ii
{
  "formula": "H3N3O3",
  "method": "wB97M-V/def2-TZVPD",
  "symbols": ["O", "N", "O", "H", "N", "N", "O", "H", "H"],
  "positions_angstrom": [[2.063, 0.818, -0.066], [1.014, 0.332, 0.203], [1.104, -0.926, 0.875], [0.333, -1.288, 0.805], [0.091, 2.318, -1.385], [0.969, 1.837, -1.802], [-1.591, -1.259, 0.590], [-1.931, -1.240, -0.335], [-2.053, -0.592, 1.115]],
  "mulliken_charge": [-0.332, 0.341, -0.351, 0.371, -0.016, 0.021, -0.691, 0.333, 0.325],
  "e_lumo_ev": 0.2,
  "smiles": "O=NO.N#N.O"
}

***

Computed energies relative to the best structure, in eV: run i 5.841; run ii 0.000

***

Run i
{
  "formula": "C2H10NOS2",
  "method": "wB97M-V/def2-TZVPD",
  "symbols": ["N", "C", "C", "S", "S", "H", "H", "H", "H", "H", "H", "H", "H", "H", "H", "O"],
  "positions_angstrom": [[-1.200, -0.414, -2.476], [0.052, 0.230, -1.763], [-0.335, 0.231, -0.287], [0.962, 1.097, 0.724], [-0.011, 0.863, 2.562], [-1.089, -0.723, -3.439], [-1.158, -1.279, -1.905], [-2.052, 0.126, -2.348], [0.922, -0.329, -2.080], [0.141, 1.237, -2.154], [-0.225, -0.795, 0.043], [-1.293, 0.672, -0.030], [1.065, 0.560, 3.352], [0.131, -3.559, -2.176], [0.260, -3.151, -0.832], [-0.260, -2.882, -1.609]],
  "mulliken_charge": [-0.301, -0.578, -0.750, -0.040, -0.190, 0.339, 0.337, 0.332, 0.324, 0.440, 0.442, 0.451, 0.203, 0.313, 0.328, -0.649],
  "e_lumo_ev": -3.4,
  "total_charge": 1
}

***

Run ii
{
  "formula": "C2H10NOS2",
  "method": "wB97M-V/def2-TZVPD",
  "symbols": ["N", "C", "C", "S", "S", "H", "H", "H", "H", "H", "H", "H", "H", "H", "H", "O"],
  "positions_angstrom": [[-0.546, 1.040, -0.505], [0.582, 0.048, -0.061], [0.415, -1.428, -0.434], [-0.926, -2.270, 0.272], [-0.550, -4.172, -0.282], [-0.895, 1.350, 0.401], [-1.222, 0.563, -1.100], [-0.073, 1.840, -0.927], [0.531, 0.112, 1.023], [1.518, 0.312, -0.585], [0.509, -1.608, -1.500], [1.406, -1.836, -0.067], [-1.138, -4.212, -1.492], [-0.165, 4.170, 1.716], [0.653, 2.859, 2.009], [-0.099, 3.232, 1.529]],
  "mulliken_charge": [-0.227, -0.641, -0.693, -0.030, -0.188, 0.345, 0.339, 0.346, 0.332, 0.351, 0.479, 0.391, 0.184, 0.321, 0.328, -0.634],
  "e_lumo_ev": -3.5,
  "total_charge": 1
}

***

Computed energies relative to the best structure, in eV: run i 0.057; run ii 0.000

***

Run i
{
  "formula": "C2H6NO",
  "method": "wB97M-V/def2-TZVPD",
  "symbols": ["C", "C", "N", "O", "H", "H", "H", "H", "H", "H"],
  "positions_angstrom": [[-0.988, 1.379, 0.136], [-2.276, 1.885, 0.236], [1.735, -1.642, -0.209], [0.080, 0.990, 0.262], [-2.984, 1.324, 0.893], [1.199, -0.942, -0.701], [-2.398, 2.833, -0.409], [1.072, -2.524, -0.157], [2.069, -1.366, 0.766], [2.491, -1.937, -0.817]],
  "mulliken_charge": [0.629, -0.733, -0.549, -0.384, 0.260, 0.336, 0.230, 0.425, 0.397, 0.389],
  "e_lumo_ev": -4.5,
  "total_charge": 1
}

***

Run ii
{
  "formula": "C2H6NO",
  "method": "wB97M-V/def2-TZVPD",
  "symbols": ["N", "C", "C", "O", "H", "H", "H", "H", "H", "H"],
  "positions_angstrom": [[0.475, -0.751, 0.560], [-0.640, 0.108, 0.219], [-0.046, 0.982, -0.959], [1.174, 1.030, -0.998], [1.364, -0.259, 0.438], [0.541, -1.587, -0.027], [0.254, -1.022, 1.552], [-1.464, -0.473, -0.222], [-0.935, 0.620, 1.138], [-0.722, 1.353, -1.702]],
  "mulliken_charge": [-0.304, -0.554, 0.209, -0.463, 0.346, 0.330, 0.376, 0.331, 0.339, 0.389],
  "e_lumo_ev": -4.4,
  "total_charge": 1,
  "smiles": "[NH3+]CC=O"
}

***

Computed energies relative to the best structure, in eV: run i 0.672; run ii 0.000

***

Run i
{
  "formula": "C5H16N3",
  "method": "wB97M-V/def2-TZVPD",
  "symbols": ["C", "C", "C", "C", "C", "N", "N", "N", "H", "H", "H", "H", "H", "H", "H", "H", "H", "H", "H", "H", "H", "H", "H", "H"],
  "positions_angstrom": [[0.617, 1.960, 0.336], [1.240, 0.946, -1.749], [0.325, -2.361, -0.037], [-0.284, -0.746, 1.792], [-0.831, -0.167, -0.544], [-1.927, 0.599, -0.136], [0.850, 0.733, -0.378], [-0.592, -1.264, 0.378], [1.244, 2.184, 1.190], [0.604, 2.826, -0.276], [-0.391, 1.898, 0.719], [2.284, 1.317, -1.673], [1.399, 0.071, -2.386], [0.644, 1.766, -2.302], [1.292, -2.087, -0.383], [0.528, -2.854, 0.889], [-0.157, -3.077, -0.694], [0.733, -0.512, 1.900], [-0.844, 0.075, 1.932], [-0.613, -1.648, 2.482], [-0.592, -0.318, -1.540], [-2.151, 1.412, -0.726], [-1.936, 1.014, 0.776], [-1.441, -1.767, 0.430]],
  "mulliken_charge": [-1.003, -1.135, -0.886, -0.922, -0.592, -0.539, -0.085, 0.158, 0.282, 0.403, 0.313, 0.428, 0.380, 0.368, 0.340, 0.392, 0.368, 0.398, 0.407, 0.362, 0.625, 0.320, 0.259, 0.357],
  "e_lumo_ev": -2.8,
  "total_charge": 1
}

***

Run ii
{
  "formula": "C5H16N3",
  "method": "wB97M-V/def2-TZVPD",
  "symbols": ["C", "C", "N", "N", "N", "H", "H", "H", "H", "H", "H", "H", "H", "C", "C", "C", "H", "H", "H", "H", "H", "H", "H", "H"],
  "positions_angstrom": [[2.263, 1.095, -0.264], [0.283, 0.486, -1.643], [1.486, 0.172, -1.050], [-0.067, 1.766, -1.574], [-0.218, -0.525, -2.331], [1.732, -0.800, -0.991], [0.653, 2.464, -1.497], [-1.025, 1.893, -1.863], [0.279, -1.399, -2.332], [-1.141, -0.405, -2.727], [2.659, 1.976, -0.799], [3.076, 0.554, 0.228], [1.644, 1.463, 0.580], [-0.663, -0.345, 1.288], [-1.443, -1.310, 0.374], [-0.920, -0.548, 2.751], [-0.922, 0.668, 0.908], [0.404, -0.485, 1.033], [-2.398, -1.625, 0.800], [-1.632, -0.906, -0.605], [-1.973, -0.814, 2.944], [-0.800, 0.326, 3.404], [-0.946, -2.303, 0.319], [-0.330, -1.397, 3.044]],
  "mulliken_charge": [-1.072, 0.667, -0.252, -0.321, -0.334, 0.243, 0.215, 0.236, 0.187, 0.274, 0.350, 0.328, 0.408, 0.387, -1.072, -1.307, 0.233, -0.038, 0.408, 0.200, 0.316, 0.350, 0.266, 0.331],
  "e_lumo_ev": -3.2,
  "total_charge": 1
}

***

Run iii
{
  "formula": "C5H16N3",
  "method": "wB97M-V/def2-TZVPD",
  "symbols": ["N", "C", "C", "C", "N", "C", "C", "N", "H", "H", "H", "H", "H", "H", "H", "H", "H", "H", "H", "H", "H", "H", "H", "H"],
  "positions_angstrom": [[2.427, -0.159, -0.684], [2.340, 0.535, 0.598], [1.188, 0.127, 1.534], [-0.129, 0.912, 1.344], [-1.233, -0.070, 1.111], [-2.074, 0.136, -0.058], [-1.279, 0.152, -1.340], [-0.946, -1.299, -1.713], [2.482, -1.169, -0.691], [1.668, 0.118, -1.290], [2.208, 1.579, 0.350], [3.299, 0.471, 1.104], [1.572, 0.166, 2.558], [0.952, -0.926, 1.411], [-0.311, 1.557, 2.192], [-0.033, 1.472, 0.426], [-1.868, 0.022, 1.896], [-2.848, 0.907, 0.011], [-2.700, -0.757, -0.101], [-1.770, 0.554, -2.220], [-0.315, 0.591, -1.166], [-0.321, -1.716, -1.011], [-0.556, -1.369, -2.650], [-1.753, -1.835, -1.612]],
  "mulliken_charge": [-0.530, -0.898, -0.310, -0.669, -0.323, -0.923, -0.149, -0.284, 0.259, 0.213, 0.400, 0.380, 0.333, 0.291, 0.459, 0.352, 0.248, 0.351, 0.418, 0.401, 0.013, 0.298, 0.356, 0.314],
  "e_lumo_ev": -3.6,
  "total_charge": 1,
  "smiles": "NCCCNCC[NH3+]"
}

***

Run iv
{
  "formula": "C5H16N3",
  "method": "wB97M-V/def2-TZVPD",
  "symbols": ["C", "C", "N", "C", "N", "C", "C", "N", "H", "H", "H", "H", "H", "H", "H", "H", "H", "H", "H", "H", "H", "H", "H", "H"],
  "positions_angstrom": [[2.023, -1.765, -0.713], [1.771, -0.283, -0.841], [1.056, 0.109, -2.092], [1.150, 0.448, 0.392], [-0.306, 0.554, 0.200], [-1.112, -0.157, 1.202], [-2.295, 0.672, 1.748], [-3.163, 1.222, 0.723], [1.175, -2.456, -0.707], [2.494, -1.872, 0.253], [2.663, -2.151, -1.497], [2.722, 0.152, -0.991], [1.128, 1.071, -2.424], [0.035, 0.010, -1.962], [1.289, -0.509, -2.870], [1.425, -0.212, 1.206], [1.626, 1.421, 0.450], [-0.527, 1.537, 0.173], [-0.553, -0.572, 2.048], [-1.524, -1.066, 0.744], [-1.878, 1.512, 2.297], [-2.857, -0.022, 2.361], [-3.677, 0.527, 0.204], [-2.664, 1.830, 0.095]],
  "mulliken_charge": [-1.461, 0.186, -0.289, -0.730, -0.150, -0.532, -0.814, -0.523, 0.382, 0.383, 0.431, 0.291, 0.346, 0.375, 0.360, 0.321, 0.397, 0.221, 0.293, 0.304, 0.372, 0.394, 0.233, 0.209],
  "e_lumo_ev": -3.5,
  "total_charge": 1,
  "smiles": "C[C@@H]([NH3+])CNCCN"
}

***

Computed energies relative to the best structure, in eV: run i 3.145; run ii 0.000; run iii 1.207; run iv 0.613

***

Run i
{
  "formula": "C5H16N3",
  "method": "wB97M-V/def2-TZVPD",
  "symbols": ["C", "C", "C", "N", "H", "H", "H", "H", "H", "H", "H", "H", "H", "H", "C", "C", "N", "N", "H", "H", "H", "H", "H", "H"],
  "positions_angstrom": [[-0.790, 1.932, -0.773], [-1.815, 0.817, -0.681], [-2.901, 0.821, -1.753], [-1.061, -0.499, -0.703], [-0.079, 1.876, 0.049], [-0.212, 1.927, -1.701], [-1.318, 2.885, -0.798], [-2.301, 0.824, 0.294], [-2.465, 0.656, -2.739], [-3.353, 1.812, -1.753], [-3.657, 0.079, -1.507], [-0.619, -0.711, 0.294], [-1.709, -1.251, -0.932], [-0.395, -0.546, -1.472], [2.127, -0.814, 0.491], [1.465, -0.784, 1.638], [0.025, -1.006, 1.749], [3.513, -0.514, 0.429], [1.646, -1.152, -0.427], [1.963, -0.560, 2.573], [-0.300, -0.301, 2.395], [-0.219, -1.914, 2.127], [3.751, 0.016, -0.394], [4.028, -1.388, 0.349]],
  "mulliken_charge": [-1.300, 0.408, -1.407, -0.231, 0.370, 0.376, 0.381, 0.205, 0.369, 0.396, 0.418, 0.336, 0.351, 0.415, -0.387, -0.214, -0.643, -0.578, 0.269, 0.350, 0.315, 0.258, 0.270, 0.273],
  "e_lumo_ev": -2.8,
  "total_charge": 1
}

***

Run ii
{
  "formula": "C5H16N3",
  "method": "wB97M-V/def2-TZVPD",
  "symbols": ["C", "C", "C", "N", "H", "H", "H", "H", "H", "H", "H", "H", "H", "H", "C", "C", "N", "N", "H", "H", "H", "H", "H", "H"],
  "positions_angstrom": [[0.834, -1.624, 0.834], [-0.407, -2.037, 0.067], [-1.296, -0.868, -0.294], [0.038, -2.739, -1.223], [1.561, -2.429, 0.975], [1.322, -0.773, 0.351], [0.513, -1.294, 1.822], [-0.972, -2.795, 0.606], [-0.849, -0.224, -1.051], [-1.468, -0.254, 0.587], [-2.274, -1.193, -0.651], [0.847, -3.334, -1.045], [-0.703, -3.300, -1.642], [0.335, -2.035, -1.902], [0.177, 2.474, -0.404], [0.351, 2.357, 0.899], [-0.580, 1.751, 1.791], [1.174, 3.134, -1.197], [-0.734, 2.136, -0.895], [1.259, 2.763, 1.327], [-1.372, 2.355, 1.970], [-0.128, 1.596, 2.681], [0.753, 3.852, -1.775], [1.617, 2.481, -1.832]],
  "mulliken_charge": [-1.317, 0.407, -1.225, -0.332, 0.451, 0.322, 0.322, 0.223, 0.345, 0.325, 0.395, 0.341, 0.363, 0.369, -0.356, -0.222, -0.445, -0.596, 0.362, 0.292, 0.243, 0.247, 0.272, 0.215],
  "e_lumo_ev": -3.5,
  "total_charge": 1
}

***

Computed energies relative to the best structure, in eV: run i 0.000; run ii 0.465